ORCA calculation (ωB97M-V with the def2-TZVPD basis set) on C27H35AsN4O6Ru as an isolated structure at a distorted geometry.

The calculation puts the LUMO energy (spin up / spin down) at -3.74 / -6.05 eV. The expectation value of S² is 8.821. Its spin multiplicity is 6. Its total charge is +1. The value obtained for the HOMO-LUMO gap (spin up / spin down) is 5.00 / 5.67 eV.

Structure (XYZ):
```
74
Properties=species:S:1:pos:R:3:mulliken_spin:R:1
O -0.75781 0.20636 -4.31604 0.030
H -0.99232 0.69467 -5.13218 -0.005
Ru -0.84225 0.40643 -1.49046 1.597
N -1.10119 2.18698 -0.62141 0.202
N 0.74840 1.34363 -2.20075 0.091
N -2.34854 -0.52773 -0.52146 0.463
N -0.70421 -1.46468 -2.14485 0.444
O -2.06440 2.47656 0.20582 0.354
O -3.03238 0.00602 0.54364 0.149
O 0.38342 -1.96357 -2.82354 0.144
O 1.65654 0.77285 -2.90334 0.421
C 0.89142 2.64322 -1.77790 0.091
C -0.08810 3.07982 -0.84799 0.033
C -2.54241 -1.83222 -0.78581 0.293
C -1.61592 -2.35925 -1.73847 0.233
C -0.01908 4.34275 -0.06616 0.018
H 0.52851 4.19804 0.87679 0.000
H -1.02391 4.70959 0.17207 -0.002
H 0.50810 5.10726 -0.64638 0.001
C 2.07114 3.43139 -2.22113 0.006
H 2.40279 3.09689 -3.21056 0.003
H 2.91255 3.32589 -1.51842 0.010
H 1.80759 4.49324 -2.27073 0.006
C -3.52070 -2.63436 -0.01477 0.008
C -1.53327 -3.78518 -2.14025 0.014
H -4.36731 -2.01749 0.30638 0.012
H -3.05790 -3.08153 0.87736 0.022
H -3.89800 -3.45275 -0.63772 0.002
H -0.97895 -3.88944 -3.07879 0.008
H -2.54482 -4.18483 -2.27284 0.004
H -1.03622 -4.38913 -1.36712 0.014
H -2.77917 0.99719 0.51633 0.003
H 0.87117 -1.16413 -3.16212 -0.004
C -1.82118 0.91503 -3.15796 -0.029
H -1.62208 1.98588 -3.05362 0.021
H -2.25923 0.18830 -2.39498 0.094
H -2.72955 0.88189 -3.77852 0.035
O -4.66674 3.55849 -0.82826 0.005
H -5.28103 2.81689 -0.70961 0.000
H -3.83383 3.24148 -0.41658 -0.005
C 0.90182 3.26426 3.69830 0.009
C 2.07120 2.81787 3.07508 -0.004
C 2.01977 1.76678 2.15132 0.014
C 0.79069 1.16488 1.85688 -0.006
C -0.38169 1.62954 2.45752 0.005
C -0.32424 2.66817 3.38948 -0.015
As 0.68485 -0.27692 0.50191 0.106
C 2.56319 -0.88768 0.48586 0.050
C 3.34786 -0.68391 -0.65152 0.022
C 4.68954 -1.07363 -0.64450 0.004
C 5.24327 -1.67187 0.49306 0.000
C 4.45151 -1.88406 1.62745 0.000
C 3.10574 -1.49639 1.62624 -0.009
C -0.03626 -1.88316 1.40389 0.015
C 0.32973 -3.13478 0.89783 0.013
C -0.21546 -4.29462 1.45577 0.001
C -1.10203 -4.19985 2.53286 0.008
C -1.44702 -2.94632 3.04659 -0.006
C -0.91459 -1.78223 2.48428 0.002
H 0.94441 4.07628 4.42731 0.000
H 3.03242 3.27905 3.31042 0.000
H 2.92926 1.40108 1.67016 0.001
H -1.33821 1.15781 2.23485 0.016
H -1.24697 3.00128 3.86889 0.000
H 2.91050 -0.22336 -1.53735 -0.018
H 5.30022 -0.90474 -1.53332 0.000
H 6.29243 -1.97361 0.49406 0.000
H 4.87538 -2.35219 2.51765 0.000
H 2.48161 -1.67177 2.50513 0.002
H 1.05446 -3.19876 0.08133 -0.001
H 0.06895 -5.27033 1.05392 0.001
H -1.51657 -5.10798 2.97696 0.000
H -2.12707 -2.86560 3.89816 0.000
H -1.15783 -0.80362 2.89588 0.002
```

***

ORCA calculation (ωB97M-V with the def2-TZVPD basis set) on C9H7NO2 in the gas phase at a distorted geometry.

The calculation puts the LUMO energy at -0.05 eV. The structure (SMILES) is Oc1ccc(O)c2ncccc12. The value obtained for the HOMO-LUMO gap is 8.05 eV.

Structure (XYZ):
```
19
Properties=species:S:1:pos:R:3:lowdin_charge:R:1
O 1.83567 -2.28089 -0.19118 0.016
C 1.42342 -1.00330 0.19999 -0.233
C 2.39367 0.01424 0.05733 0.037
C 1.80801 1.36521 -0.02104 -0.024
C 0.48616 1.55667 0.07414 -0.230
O 0.03382 2.87763 -0.15368 0.007
C -0.55196 0.53343 0.24618 -0.189
N -1.77514 0.95712 0.02578 0.131
C -2.60091 -0.06115 -0.02487 -0.149
C -2.28926 -1.39827 -0.08950 -0.051
C -0.95150 -1.76936 -0.02620 0.020
C -0.00632 -0.72758 0.02343 -0.092
H 1.64929 -2.89999 0.47362 0.068
H 3.48962 -0.13122 -0.02086 0.122
H 2.45416 2.18621 -0.42071 0.133
H -0.89718 2.98180 0.12773 0.094
H -3.66549 0.23208 0.05630 0.120
H -3.10838 -2.08259 -0.06148 0.100
H -0.71981 -2.81942 -0.21288 0.122
```

***

ORCA calculation (ωB97M-V with the def2-TZVPD basis set) on C6H10Si in the gas phase at a distorted geometry.

The calculation puts the LUMO energy (spin up / spin down) at 0.18 / -0.55 eV. The value obtained for the HOMO-LUMO gap (spin up / spin down) is 7.58 / 7.12 eV.

Structure (XYZ):
```
17
Properties=species:S:1:pos:R:3:lowdin_charge:R:1
C 0.89963 1.94741 1.25329 -0.175
C 1.61988 1.80985 0.05237 0.017
C -0.28580 1.26490 1.47790 -0.059
C 0.16627 -0.30551 -0.45982 -0.154
C -0.61626 0.18057 0.54511 -0.404
C -1.85139 -0.64514 0.78783 -0.102
Si 0.81562 -1.62152 -1.60506 0.602
H 1.31581 2.49903 2.06659 0.089
H 2.72517 1.87963 0.20288 0.073
H -0.93520 1.35190 2.24311 0.061
H 1.19238 1.64306 -0.92299 0.035
H -1.81927 -1.02355 1.85241 0.088
H -1.83546 -1.50385 0.01994 0.083
H -2.88274 -0.04803 0.80444 0.116
H 0.04120 -1.83859 -2.73970 -0.119
H 0.54597 -2.81228 -0.62363 -0.034
H 2.12103 -1.39568 -1.94856 -0.118
```

***

ORCA calculation (ωB97M-V with the def2-TZVPD basis set) on C4H4ClNOS in the gas phase at a distorted geometry.

The calculation puts the LUMO energy (spin up / spin down) at 0.40 / -1.80 eV. The expectation value of S² is 2.023. Its spin multiplicity is 3. The value obtained for the HOMO-LUMO gap (spin up / spin down) is 6.16 / 8.07 eV.

Structure (XYZ):
```
12
Properties=species:S:1:pos:R:3:mulliken_spin:R:1
C 0.22336 1.16078 -0.31696 0.658
C 0.23268 -1.65509 -0.35448 0.014
C 1.15021 0.52430 0.70105 -0.024
C -1.95628 0.10339 -0.41887 0.883
N -1.00729 0.90143 -0.34634 0.207
O 0.84022 -1.20201 -1.28428 -0.001
S 0.42557 -1.10450 1.26042 0.021
Cl -3.39147 0.25586 0.37997 0.188
H 0.62937 1.98678 -1.09595 -0.012
H -0.50201 -2.41602 -0.57509 -0.002
H 2.16352 0.27888 0.30249 0.015
H 1.19211 1.16620 1.74803 0.054
```

***

ORCA calculation (ωB97M-V with the def2-TZVPD basis set) on C13H24AlBeBr3Cl2F8MgNO3P as an isolated structure at a distorted geometry.

The calculation puts the LUMO energy at -10.36 eV. Its total charge is +2. The value obtained for the HOMO-LUMO gap is 2.22 eV.

Structure (XYZ):
```
58
Properties=species:S:1:pos:R:3:lowdin_charge:R:1
C -1.16767 -1.00815 0.03987 0.029
C 0.16060 -0.72008 -0.23804 -0.150
C 1.40092 -1.07848 0.72488 -0.409
C 0.95928 -0.91771 2.22721 -0.145
C 0.80032 0.53105 2.83582 -0.154
C -0.38249 1.45997 2.27014 -0.038
C 0.17176 2.54634 1.23391 -0.307
O 0.19823 2.43418 -0.02220 -0.034
O 0.61896 3.75679 1.79327 -0.013
C 1.94320 4.11467 1.31838 -0.207
C 1.84698 5.23740 0.16285 -0.037
C 1.64890 -2.66776 0.47731 -0.528
Cl 0.94914 -3.27608 -1.07045 0.794
C 3.18560 -3.09681 0.47333 -0.337
C 3.90339 -2.23303 -0.69763 -0.178
C 3.20092 -0.83749 -0.98554 -0.210
N 2.53059 -0.23880 0.24996 -0.435
Cl 3.80991 0.07041 1.37380 0.851
H -1.57898 -1.29356 1.06447 0.101
H -1.94128 -1.01891 -0.79873 0.090
H 0.38631 -0.15719 -1.20339 0.114
H -0.01575 -1.49039 2.39907 0.140
H 1.73016 -1.47823 2.86941 0.135
H 0.57261 0.39195 3.95100 0.142
H 1.74458 1.18131 2.83217 0.094
H -0.73325 2.08884 3.16331 0.148
H -1.30390 0.91878 1.90553 0.113
H 2.50662 3.18281 0.97961 0.066
H 2.47338 4.63023 2.19100 0.163
H 2.86249 5.73062 0.04415 0.109
H 1.08332 6.03837 0.41558 0.123
H 1.50055 4.69194 -0.78326 0.043
H 1.11292 -3.20643 1.32827 0.130
H 3.31122 -4.21447 0.33555 0.080
H 3.62163 -2.77930 1.48768 -0.043
H 5.00603 -2.10326 -0.41164 0.086
H 3.87303 -2.87975 -1.64020 0.142
H 2.47450 -0.88286 -1.88733 0.080
H 4.01407 -0.09140 -1.29834 0.119
H 2.12641 0.68053 -0.05324 0.006
F 1.57272 -1.81670 -3.00937 -0.551
F -4.98115 1.49695 -4.25901 -0.128
P -4.01920 0.70273 -3.24338 0.265
F -4.04121 0.92734 -1.62658 -0.250
F -3.06113 0.43892 -4.50586 -0.133
F -5.48581 0.01722 -3.01527 -0.202
F -3.23019 2.09069 -3.05301 -0.129
F -3.39788 -0.74727 -2.92587 -0.125
Al -6.17403 0.91257 -1.21618 0.669
Br -7.87283 -1.17174 -1.49863 0.181
O -3.40852 -3.87297 -0.33864 -0.054
H -3.04462 -4.57373 -0.89290 0.045
H -2.71853 -3.19904 -0.33145 -0.009
F -3.24401 1.25103 0.10543 -0.459
Mg 2.12662 2.41458 -1.13318 1.179
Br -8.52126 -3.46959 -1.39427 0.267
Br -6.36000 0.45692 1.57299 0.144
Be 5.15879 -3.90094 1.66855 0.614
```

***

ORCA calculation (ωB97M-V with the def2-TZVPD basis set) on a 2-piece molecular cluster, C5H14O2 overall at a distorted geometry.

The calculation puts the LUMO energy at 0.79 eV. The structure (SMILES) is CC(C)CCO.O. The value obtained for the HOMO-LUMO gap is 11.16 eV.

Structure (XYZ):
```
21
Properties=species:S:1:pos:R:3:lowdin_charge:R:1
C 1.13335 0.67065 0.28622 -0.091
C 0.13906 -0.46048 -0.00344 -0.396
C 0.27857 -0.93339 -1.47982 -0.070
C -1.35051 -0.21366 0.36251 -0.139
C -1.65669 -0.96767 1.69159 -0.248
O -0.96359 -0.32263 2.74757 -0.089
H 0.79373 1.68577 0.45188 0.083
H 1.69380 0.36639 1.17482 0.085
H 1.92661 0.68113 -0.45507 0.059
H 0.47090 -1.27583 0.63115 0.112
H -0.40696 -1.73809 -1.73851 0.074
H 1.27936 -1.34660 -1.66167 0.086
H 0.08793 -0.13304 -2.18002 0.063
H -1.51677 0.84954 0.58758 0.112
H -2.02198 -0.49588 -0.42681 0.100
H -2.70769 -1.11792 1.95654 0.112
H -1.10372 -1.91589 1.64130 0.110
H -0.72563 0.60433 2.56942 0.085
O 1.42024 2.14181 -2.42008 -0.063
H 0.95979 1.63515 -1.72575 -0.014
H 2.27021 2.28632 -2.00941 0.029
```

***

ORCA calculation (ωB97M-V with the def2-TZVPD basis set) on C4H8O2 in the gas phase.

The calculation puts the LUMO energy at 1.12 eV. The structure (SMILES) is C1COCCO1. The value obtained for the HOMO-LUMO gap is 10.46 eV.

Structure (XYZ):
```
14
Properties=species:S:1:pos:R:3:lowdin_charge:R:1
C -1.39287 0.29868 -0.07326 -0.187
C -0.78643 -1.09029 -0.17718 -0.191
O 0.31630 -1.20930 0.69910 -0.128
C 1.32608 -0.33342 0.24888 -0.195
C 0.77782 1.08472 0.05979 -0.183
O -0.43086 1.13722 -0.68869 -0.143
H -2.32727 0.31549 -0.64108 0.127
H -1.59987 0.64932 0.95182 0.132
H -1.42480 -1.96662 -0.04176 0.130
H -0.43682 -1.05680 -1.21278 0.126
H 2.13105 -0.34241 0.99446 0.130
H 1.73377 -0.71579 -0.70204 0.127
H 0.57924 1.54276 1.03613 0.124
H 1.53466 1.68645 -0.45342 0.128
```

***

no.,energy (eV)
1,-110214.875
2,-15030.163
3,-14256.031
4,-31101.965
5,-300116.455
6,-9506.214
7,-8371.547